19
Properties=species:S:1:pos:R:3 method="wB97M-V/def2-TZVPD" smiles=CC#CCCCC de_lowest_kj_mol=216.0 charge=0 lumo_energy_ev=1.1 spin_multiplicity=1 energy_ha=-273.8263 homo_ev=-9.21
C -0.517 -1.110 2.821
C -0.827 0.213 2.272
C -0.931 1.158 1.524
C -0.689 1.703 0.167
C -0.052 0.457 -0.486
C 0.475 0.359 -1.910
C 1.005 -1.089 -2.047
H -0.057 -1.683 2.000
H -1.403 -1.661 3.147
H 0.206 -1.075 3.640
H -0.013 2.566 0.180
H -1.613 2.016 -0.332
H 0.784 0.183 0.169
H -0.791 -0.344 -0.366
H 1.273 1.089 -2.088
H -0.313 0.562 -2.645
H 2.067 -1.127 -2.302
H 0.894 -1.619 -1.090
H 0.452 -1.672 -2.789